Entry 1:
{
  "formula": "H2N2O3",
  "method": "ωB97M-V with the def2-TZVPD basis set",
  "symbols": ["O", "O", "O", "N", "N", "H", "H"],
  "coordinates": [[1.3753, -0.0237, 0.2575], [-1.2906, 1.4023, 0.2982], [-1.0710, -1.9340, -0.4882], [-1.2025, 0.3497, -0.1881], [-1.0165, -0.7777, -0.1970], [2.3188, 0.2377, 0.3525], [0.8866, 0.7457, -0.0349]],
  "forces_ev_per_angstrom": [[1.3, -0.2, 0.2], [0.0, 4.5, 1.8], [0.1, -0.8, -0.6], [-0.3, -5.7, -2.0], [-0.5, 1.8, 0.7], [-1.1, -0.1, -0.2], [0.5, 0.5, 0.0]],
  "mulliken_charge": [-0.63, -0.57, -0.56, 0.49, 0.63, 0.32, 0.33],
  "charge": 0,
  "orbital_gap_ev": 10.3,
  "e_above_lowest_ev": 1.059,
  "homo_ev": -10.08,
  "smiles": "O=NN=O.O",
  "e_tot_ev": -9149.1798
}

***

Entry 2:
{
  "formula": "C23H23N3S2SiTe4W",
  "method": "ωB97M-V with the def2-TZVPD basis set",
  "symbols": ["W", "Te", "Te", "Te", "Te", "S", "S", "Si", "N", "N", "N", "C", "C", "C", "C", "C", "C", "C", "C", "C", "C", "C", "C", "C", "C", "C", "C", "C", "C", "C", "C", "C", "C", "C", "H", "H", "H", "H", "H", "H", "H", "H", "H", "H", "H", "H", "H", "H", "H", "H", "H", "H", "H", "H", "H", "H", "H"],
  "coordinates": [[1.4308, -0.9302, -0.3929], [2.5320, -1.9412, -2.6596], [2.9405, 0.6649, -2.2422], [0.1832, -2.2775, 1.6178], [0.7872, -3.5291, -0.6875], [-1.3998, 2.0920, -2.5766], [-5.1007, -0.7488, 0.6891], [3.7281, -1.1859, 0.8665], [-3.4461, -1.7968, -1.1704], [-2.5150, -0.4581, 0.5053], [-0.2569, -0.0580, -1.7829], [3.6864, -1.8682, 2.6185], [4.8754, -2.3777, -0.0122], [-0.2154, 3.0629, 0.1623], [-1.9603, -0.5746, -5.5568], [-0.7931, -1.5828, -3.6847], [-1.4449, 0.7285, -3.6386], [4.7101, 0.4130, 1.0668], [-0.4837, 1.1763, -1.4492], [-4.8510, 0.8107, 3.0288], [0.9252, 0.9347, 0.5094], [1.1453, 2.7561, 2.1032], [0.0765, 1.7608, -0.2307], [-4.2976, 0.1827, 1.9225], [-3.5299, -1.0030, -0.0658], [-2.0796, 0.8668, 2.5502], [0.3241, 3.5697, 1.3306], [1.4357, 1.4633, 1.6965], [-0.8011, -0.3498, -3.0352], [-2.6230, 1.4820, 3.6669], [-2.9215, 0.2149, 1.6543], [-2.0199, 0.6387, -4.9045], [-3.9978, 1.4633, 3.9052], [-1.3638, -1.6822, -4.9372], [-2.4967, 1.4989, -5.3562], [4.5088, 1.1494, 0.2912], [-2.3848, -0.6720, -6.5476], [-2.5961, -1.7699, -1.7115], [4.4904, 0.8770, 2.0340], [-5.9189, 0.7868, 3.2059], [-0.3772, -2.4573, -3.2081], [5.8041, -2.4443, 0.5649], [-4.4015, 1.9528, 4.7823], [3.3744, -2.9149, 2.6461], [4.6975, -1.7953, 3.0335], [3.0143, -1.3047, 3.2729], [-4.2849, -2.0700, -1.6479], [5.7790, 0.1801, 1.0462], [-0.8585, 3.6833, -0.4531], [2.0679, 0.8496, 2.3257], [1.5596, 3.1305, 3.0312], [-1.9643, 1.9805, 4.3670], [5.1247, -2.0480, -1.0210], [0.1059, 4.5842, 1.6371], [-1.3487, -2.6377, -5.4453], [-1.0137, 0.9012, 2.3628], [4.4392, -3.3774, -0.0768]],
  "forces_ev_per_angstrom": [[-0.2, -2.4, -1.2], [0.5, 0.9, -0.2], [-0.1, -0.2, 0.4], [0.4, 0.8, -0.5], [-0.5, -0.4, 0.9], [0.0, 0.2, -0.1], [0.0, 0.0, 0.0], [0.4, 0.3, -0.1], [0.0, 0.0, 0.1], [-0.1, 0.3, 0.1], [0.5, 0.0, 0.1], [-0.3, 0.0, 0.2], [0.1, -0.2, -0.2], [-0.1, 0.1, 0.0], [0.1, -0.1, 0.1], [-0.1, -0.1, -0.1], [-0.1, 0.1, -0.1], [-0.1, 0.3, 0.1], [-0.2, 0.7, 0.4], [0.0, 0.0, 0.0], [0.2, 0.1, 0.1], [0.0, 0.0, 0.0], [-0.4, 0.0, -0.2], [0.0, 0.0, 0.0], [0.0, -0.2, -0.2], [0.1, 0.1, 0.0], [0.0, 0.0, 0.0], [0.1, -0.1, 0.1], [0.0, -0.3, 0.1], [0.0, 0.0, -0.1], [0.0, -0.1, 0.0], [0.0, 0.0, 0.1], [0.0, 0.0, 0.0], [-0.1, 0.1, -0.1], [0.0, 0.0, 0.0], [0.0, 0.0, 0.0], [0.0, 0.0, 0.0], [0.0, 0.0, 0.1], [0.0, 0.0, 0.0], [0.0, 0.0, 0.0], [0.1, 0.0, 0.1], [0.0, 0.0, 0.0], [0.0, 0.0, 0.0], [0.0, 0.0, 0.0], [0.0, 0.0, 0.0], [0.0, 0.0, 0.0], [0.0, 0.1, 0.0], [0.0, 0.0, 0.0], [0.0, 0.0, 0.1], [0.1, 0.0, 0.0], [0.0, 0.0, 0.0], [0.0, 0.0, 0.0], [0.0, 0.0, 0.0], [0.0, 0.0, 0.0], [0.0, 0.0, 0.0], [0.0, 0.0, 0.0], [0.0, 0.0, 0.0]],
  "mulliken_charge": [-0.04, -0.32, -0.20, -0.21, -0.23, -0.45, -0.34, 1.18, -0.32, 0.18, 0.73, -1.25, -1.18, -0.77, -0.55, -0.15, 1.18, -1.01, 0.58, -0.51, 1.01, -0.86, 0.88, 0.68, 0.32, 0.14, -0.98, -0.59, -1.10, -0.82, -0.80, -0.70, -0.47, -0.87, 0.42, 0.19, 0.40, 0.11, 0.33, 0.39, 0.15, 0.34, 0.38, 0.32, 0.34, 0.30, 0.24, 0.40, 0.46, 0.31, 0.47, 0.43, 0.24, 0.40, 0.43, 0.51, 0.27],
  "charge": 0,
  "orbital_gap_ev": [5.2, 5.2],
  "homo_ev": [-6.79, -6.79],
  "e_tot_ev": -89243.4148
}

***

Entry 3:
{
  "formula": "C3H3NS",
  "method": "ωB97M-V with the def2-TZVPD basis set",
  "symbols": ["S", "N", "C", "C", "C", "H", "H", "H"],
  "coordinates": [[-0.2088, -0.2426, -3.3779], [-2.2894, 1.1434, 1.9891], [-0.2450, -0.7953, -1.9112], [-0.0869, -1.0751, -0.6618], [-2.7614, 0.5159, 1.2052], [0.1441, -0.2924, 0.1536], [-0.1157, -2.1154, -0.5063], [-3.1786, -0.1464, 0.4739]],
  "forces_ev_per_angstrom": [[-0.4, -0.6, 0.4], [2.1, 2.9, 3.5], [0.6, 1.9, -1.2], [0.2, 1.4, 1.4], [-2.1, -3.2, -3.6], [-0.5, -1.5, -1.5], [0.0, -1.2, 1.0], [0.0, 0.2, 0.1]],
  "mulliken_charge": [-0.31, -0.31, 0.28, -0.54, 0.05, 0.30, 0.26, 0.27],
  "charge": 0,
  "orbital_gap_ev": 8.6,
  "e_above_lowest_ev": 1.503,
  "homo_ev": -8.89,
  "smiles": "C=C=S.C#N",
  "e_tot_ev": -15482.2545
}

***

Entry 4:
{
  "formula": "C5H6AlF3O5S",
  "method": "ωB97M-V with the def2-TZVPD basis set",
  "symbols": ["S", "Al", "F", "F", "F", "O", "O", "O", "O", "O", "C", "C", "C", "C", "C", "H", "H", "H", "H", "H", "H"],
  "coordinates": [[1.5377, -0.5011, -2.0405], [3.8905, -0.4419, 1.4915], [0.8893, -2.9308, -2.6632], [2.4536, -2.0241, -3.9427], [0.4328, -1.4389, -4.1267], [-0.2665, 1.7871, 2.1375], [1.2666, 0.7820, 0.9262], [2.5434, -0.8816, -1.0377], [2.0174, 0.6999, -2.7037], [0.2008, -0.2641, -1.5000], [-1.6863, 1.8052, 2.3586], [0.1035, 0.8983, 1.2386], [1.3443, -1.8892, -3.2843], [-2.2194, 0.5099, 1.7600], [-1.0199, -0.1205, 0.9932], [-2.5409, -0.1958, 2.5283], [-2.0360, 2.7558, 1.9537], [-0.6295, -1.0400, 1.4210], [-3.0669, 0.7287, 1.1156], [-1.3147, -0.1236, -0.0555], [-1.8999, 1.8848, 3.4301]],
  "forces_ev_per_angstrom": [[0.1, 0.0, 0.3], [0.1, 0.1, 0.0], [0.5, -0.6, 0.4], [0.7, -0.6, 0.5], [-0.3, 0.2, 0.2], [0.9, 0.0, -0.5], [0.7, -0.2, -0.9], [-0.5, 0.1, 0.1], [-0.2, 0.0, 0.0], [0.6, 0.1, -0.5], [-0.7, 0.3, 0.3], [-1.0, 0.3, 2.5], [-0.9, 1.0, -1.3], [-0.1, 0.5, 0.2], [-0.4, 0.9, -0.6], [0.0, 0.0, 0.0], [-0.2, -0.3, -0.4], [-0.2, -0.3, -0.4], [0.1, -0.2, -0.1], [0.2, -0.8, 0.2], [0.5, -0.2, 0.0]],
  "mulliken_charge": [1.18, 1.12, -0.15, -0.14, -0.17, -0.30, -0.39, -0.48, -0.31, -0.38, -0.37, 0.55, 0.66, -0.54, -0.22, 0.30, 0.30, 0.38, 0.36, 0.29, 0.29],
  "charge": 2,
  "orbital_gap_ev": 3.8,
  "e_above_lowest_ev": 0.000,
  "homo_ev": -18.43,
  "e_tot_ev": -41079.1904
}

***

> What is the formula in the first record?

H2N2O3